Entry from the Open Molecules 2025 dataset: a cluster of 9 separate species, C31H69N8O11 in total in a non-equilibrium geometry (ωB97M-V/def2-TZVPD).

For the LUMO energy, the calculation gives 1.68 eV. The charge is -1. The maximum force is 1.0 eV/A. As for the HOMO energy: -3.9 eV. The multiplicity is 1. The total energy is -2488.30011 hartree.

Each line ends with the Löwdin charge.
Geometry (Å):
1 C 7.425 1.819 1.888  -0.147
2 O 6.364 2.716 1.725  -0.195
3 C 5.235 2.388 2.542  -0.197
4 C 4.650 3.637 3.192  -0.179
5 C 3.852 4.519 2.236  -0.201
6 C 2.504 3.906 1.745  -0.185
7 C 1.879 2.815 2.624  -0.148
8 C 2.005 1.379 2.068  -0.744
9 O 1.823 0.453 2.898  -0.102
10 O 2.270 1.227 0.848  -0.096
11 H 8.113 1.975 1.054  0.078
12 H 7.977 1.986 2.825  0.081
13 H 7.087 0.776 1.878  0.084
14 H 4.492 1.821 1.976  0.118
15 H 5.592 1.743 3.357  0.114
16 H 4.109 3.384 4.105  0.096
17 H 5.516 4.225 3.526  0.105
18 H 3.708 5.525 2.640  0.098
19 H 4.480 4.665 1.357  0.070
20 H 2.601 3.574 0.712  0.092
21 H 1.785 4.735 1.709  0.088
22 H 0.798 2.997 2.646  0.106
23 H 2.195 2.849 3.663  0.053
24 C 6.507 6.275 0.236  -0.322
25 O 6.277 5.739 1.294  0.034
26 N 7.149 7.463 0.095  -0.205
27 C 7.393 8.057 -1.200  -0.073
28 C 7.600 8.146 1.292  -0.051
29 H 6.202 5.831 -0.728  0.142
30 H 8.467 8.183 -1.365  0.084
31 H 6.911 9.036 -1.267  0.084
32 H 6.992 7.416 -1.982  0.080
33 H 8.296 7.515 1.846  0.090
34 H 6.752 8.363 1.943  0.091
35 H 8.092 9.076 1.016  0.080
36 C -0.583 -0.780 -3.491  -0.382
37 O 0.336 -1.091 -4.237  -0.025
38 N -0.456 -0.317 -2.244  -0.182
39 C -1.620 0.017 -1.441  -0.063
40 C 0.874 -0.142 -1.667  -0.024
41 H -1.640 -0.864 -3.808  0.121
42 H -1.590 1.066 -1.159  0.084
43 H -1.630 -0.597 -0.536  0.091
44 H -2.527 -0.167 -2.009  0.057
45 H 1.443 0.557 -2.278  0.097
46 H 1.401 -1.098 -1.657  0.075
47 H 0.806 0.238 -0.650  0.065
48 C 3.153 -6.011 -0.099  -0.359
49 O 3.164 -6.801 -1.033  -0.022
50 N 2.492 -4.850 -0.080  -0.190
51 C 2.520 -3.953 1.068  -0.037
52 C 1.714 -4.460 -1.246  -0.030
53 H 3.711 -6.203 0.835  0.130
54 H 1.511 -3.806 1.453  0.093
55 H 2.928 -2.983 0.782  0.100
56 H 3.140 -4.378 1.855  0.080
57 H 0.944 -5.203 -1.456  0.091
58 H 2.366 -4.385 -2.116  0.096
59 H 1.254 -3.495 -1.053  0.077
60 C 1.371 3.929 6.578  -0.335
61 O 1.408 3.610 5.410  0.032
62 N 1.384 3.039 7.595  -0.202
63 C 1.340 3.443 8.981  -0.076
64 C 1.446 1.624 7.256  -0.031
65 H 1.324 4.982 6.913  0.131
66 H 2.232 3.093 9.507  0.084
67 H 0.457 3.024 9.471  0.084
68 H 1.297 4.529 9.050  0.077
69 H 2.347 1.414 6.680  0.098
70 H 0.590 1.346 6.643  0.098
71 H 1.451 1.033 8.170  0.080
72 C -4.317 2.223 -3.319  -0.351
73 O -3.496 2.068 -2.435  0.006
74 N -5.623 1.915 -3.222  -0.191
75 C -6.541 2.105 -4.328  -0.063
76 C -6.130 1.366 -1.972  -0.037
77 H -4.042 2.629 -4.309  0.132
78 H -7.339 2.795 -4.042  0.091
79 H -6.982 1.150 -4.611  0.060
80 H -6.014 2.514 -5.188  0.083
81 H -5.956 2.071 -1.160  0.098
82 H -5.604 0.439 -1.737  0.092
83 H -7.191 1.171 -2.059  0.050
84 C -7.180 -0.571 -7.526  -0.352
85 O -7.811 0.058 -6.697  0.003
86 N -6.059 -1.268 -7.264  -0.195
87 C -5.346 -2.000 -8.292  -0.058
88 C -5.548 -1.283 -5.901  -0.029
89 H -7.482 -0.618 -8.586  0.131
90 H -5.304 -3.061 -8.039  0.089
91 H -4.328 -1.620 -8.387  0.092
92 H -5.854 -1.887 -9.248  0.080
93 H -6.296 -1.700 -5.226  0.095
94 H -5.321 -0.269 -5.573  0.079
95 H -4.644 -1.885 -5.859  0.089
96 C 3.356 -12.030 0.362  -0.369
97 O 2.860 -12.907 1.048  -0.006
98 N 3.391 -10.728 0.686  -0.196
99 C 3.997 -9.723 -0.176  -0.050
100 C 2.802 -10.311 1.945  -0.043
101 H 3.828 -12.243 -0.612  0.129
102 H 4.816 -9.229 0.353  0.091
103 H 3.263 -8.974 -0.461  0.062
104 H 4.391 -10.192 -1.074  0.084
105 H 3.295 -10.817 2.777  0.090
106 H 1.744 -10.574 1.970  0.091
107 H 2.911 -9.235 2.057  0.082
108 C -9.690 0.388 0.055  -0.338
109 O -8.785 0.923 -0.554  0.010
110 N -10.258 -0.780 -0.301  -0.198
111 C -11.335 -1.379 0.460  -0.062
112 C -9.764 -1.455 -1.490  -0.037
113 H -10.128 0.826 0.968  0.134
114 H -11.037 -2.364 0.825  0.089
115 H -12.223 -1.488 -0.166  0.088
116 H -11.581 -0.750 1.313  0.081
117 H -8.703 -1.683 -1.377  0.094
118 H -9.881 -0.812 -2.363  0.094
119 H -10.319 -2.378 -1.641  0.084